Entry 1:
A 4-piece molecular cluster, C2H14N2O3 overall in a non-equilibrium geometry, computed with ωB97M-V with the def2-TZVPD basis set.

Calculated values
SMILES   NCCN.O.O.O
Relative energy (zero: lowest compared OMol25 entry of this formula, charge and spin)   29.1 kcal/mol
HOMO-LUMO gap   9.99 eV
E_LUMO   0.793 eV
E_HOMO   -9.2 eV

```
! RIJCOSX wB97M-V def2-TZVPD def2/J DEFGRID3
* xyz 0 1
H 0.331 1.438 -1.710
C 0.184 -0.155 1.969
N -0.009 1.309 1.906
O 0.810 1.016 -2.462
H -0.477 -2.616 -0.146
H 0.384 -0.425 -0.156
H -0.425 -0.588 2.766
H 0.261 -0.758 -2.432
O 0.027 -1.698 -2.308
H 0.777 -2.540 0.792
H -0.219 -1.989 -3.191
N -0.193 -2.254 0.760
H 0.543 1.771 2.618
H -1.192 2.295 -1.304
H -1.281 -0.519 0.414
H -0.992 1.545 2.063
H 1.744 1.196 -2.335
H -0.492 1.891 0.426
C -0.252 -0.790 0.661
H 1.243 -0.355 2.131
O -0.772 2.226 -0.462
*
```

Atomic partial charges in e from the Löwdin method, atoms 1 to 8: H 0.01; C -0.25; N -0.02; O -0.07; H 0.05; H 0.09; H 0.11; H -0.01

=====

Entry 2:
An isolated molecule of C19H26FN3OS, computed with ωB97M-V with the def2-TZVPD basis set.

Calculated values
SMILES   CCCCN(CC)Cc1ccc(CNC(=S)Nc2cccc(F)c2)o1
Relative energy (zero: lowest compared OMol25 entry of this formula, charge and spin)   42.5 kcal/mol
HOMO-LUMO gap   8.75 eV
E_LUMO   0.570 eV
E_HOMO   -8.2 eV

```
! RIJCOSX wB97M-V def2-TZVPD def2/J DEFGRID3
* xyz 0 1
C -1.805 -3.100 5.904
C -2.954 0.045 0.360
H 0.829 3.689 -4.953
C 3.631 0.097 -2.472
C 0.505 0.091 -0.598
N -3.452 -0.487 3.955
H 3.654 -1.291 -4.140
H -3.726 -2.173 5.949
H 0.165 -3.903 5.688
H 1.426 1.781 0.420
H -0.439 0.956 -2.802
H 4.072 0.159 -1.472
C 0.673 2.783 -2.996
H -0.239 3.316 -2.715
H -3.273 -0.651 -0.420
H -4.085 -0.141 4.664
C 0.560 1.191 0.207
H -3.584 0.938 0.340
H -1.089 2.173 1.350
H -2.640 -1.436 1.820
H 2.194 0.857 -4.326
C -1.212 -1.452 3.787
C 1.419 3.600 -4.043
H 2.370 3.138 -4.294
C -0.273 -2.354 4.253
C -3.629 0.083 2.725
C -2.767 -2.216 5.459
H 3.680 -2.073 -2.557
C 0.293 1.386 -3.485
H 2.319 -0.986 -0.712
C 4.048 -1.224 -3.129
O -0.755 -0.398 -0.624
C 1.560 -0.601 -1.401
N 2.205 0.309 -2.332
H 1.291 2.678 -2.104
H -0.176 1.455 -4.469
C -2.478 -1.388 4.375
C 1.498 0.448 -3.593
C -1.520 0.405 0.155
H 1.149 -0.529 -3.972
H 4.029 0.931 -3.057
S -4.522 1.466 2.611
H 0.701 -2.389 3.790
H 1.621 4.601 -3.668
H 1.090 -1.458 -1.909
C -0.558 -3.197 5.313
N -3.143 -0.575 1.656
H 5.132 -1.286 -3.177
H -0.944 -0.768 2.996
C -0.753 1.395 0.695
F -2.099 -3.898 6.949
*
```

Atomic partial charges in e from the Löwdin method, atoms 1 to 8: C -0.28; C -0.13; H 0.07; C -0.25; C -0.26; N 0.04; H 0.07; H 0.13

=====

Entry 3:
An isolated ion of composition C5H10N5S and charge +1 in a non-equilibrium geometry, computed with ωB97M-V with the def2-TZVPD basis set.

Calculated values
<S²>   2.00
HOMO-LUMO gap (alpha / beta)   6.58 / 5.59 eV
E_LUMO (alpha / beta)   -2.682 / -6.990 eV
E_HOMO (alpha / beta)   -9.3 / -12.6 eV

```
! RIJCOSX wB97M-V def2-TZVPD def2/J DEFGRID3
* xyz 1 3
N 0.717 0.053 -0.635
H -0.365 -2.092 0.025
C 1.385 -1.122 -0.408
N -1.636 0.984 -0.651
C 1.091 1.963 1.022
H -3.682 1.536 -0.223
N 0.704 -2.255 -0.211
H 3.226 -2.088 -0.413
H 1.676 1.220 1.755
N 2.753 -1.175 -0.486
H -1.358 1.901 -1.160
H 3.376 -0.448 -0.970
H -3.629 -1.155 0.622
H -0.028 1.867 1.188
H 1.408 2.999 1.249
H 1.171 -3.026 0.006
N -1.581 -0.983 0.256
C -0.879 -0.020 -0.278
C -2.917 0.752 -0.248
C -2.823 -0.532 0.326
S 1.393 1.622 -0.767
*
```

Atomic partial charges in e from the Löwdin method, atoms 1 to 8: N -0.28; H 0.12; C -0.44; N 0.06; C -0.33; H 0.13; N 0.21; H 0.13